Record 1
ORCA calculation (the ωB97M-V functional and the def2-TZVPD basis) on 3 unconnected molecules or ions with the total composition C16H40BrNO9P3 in a non-equilibrium geometry.

XYZ file:
```
70
Properties=species:S:1:pos:R:3:mulliken_charge:R:1
O -1.41 4.70 4.02 -0.39
P 0.09 4.97 4.85 0.31
Br 1.52 5.90 3.29 -0.13
N 0.91 3.46 5.33 -0.03
C 1.52 3.72 6.71 -0.63
C 2.00 2.30 7.37 -0.44
C 1.21 1.25 6.33 -0.59
C 0.13 2.17 5.43 -0.58
H -1.28 4.09 3.22 0.34
H 1.69 3.25 4.67 0.47
H 0.71 4.19 7.41 0.44
H 2.51 4.33 6.48 0.36
H 3.15 2.07 7.22 0.27
H 1.60 2.26 8.49 0.29
H 0.81 0.25 6.80 0.35
H 2.04 0.96 5.54 0.28
H 0.04 1.57 4.40 0.32
H -0.95 2.19 5.91 0.34
O -2.43 2.82 0.53 -0.68
P -3.12 1.54 0.00 1.14
O -2.95 1.99 -1.59 -0.33
C -1.63 2.15 -2.10 -0.57
C -0.98 0.82 -2.38 -0.53
O -4.66 2.11 0.28 -0.35
C -4.91 2.87 1.46 -0.31
C -4.97 4.35 1.12 -1.09
O -3.89 0.10 -0.59 -0.47
C -4.93 0.14 -1.56 -0.01
C -4.42 -0.28 -2.93 -1.06
H -1.02 2.73 -1.40 0.35
H -1.71 2.73 -3.02 0.28
H -1.01 0.16 -1.51 -0.08
H 0.06 0.95 -2.69 0.50
H -1.51 0.30 -3.19 0.22
H -4.16 2.66 2.23 0.25
H -5.88 2.55 1.86 0.37
H -4.11 4.67 0.53 0.26
H -5.02 4.95 2.03 0.37
H -5.86 4.56 0.51 0.32
H -5.42 1.12 -1.63 0.21
H -5.69 -0.58 -1.23 0.41
H -3.88 0.54 -3.41 0.15
H -5.26 -0.54 -3.59 0.44
H -3.74 -1.13 -2.86 0.23
O 2.65 -1.69 -2.39 -0.68
P 3.37 -3.06 -2.31 1.10
O 3.02 -3.44 -3.88 -0.33
C 3.55 -2.60 -4.90 -0.39
C 5.02 -2.89 -5.14 -0.90
O 2.08 -3.81 -1.56 -0.31
C 1.34 -3.10 -0.57 -0.55
C 0.04 -2.60 -1.16 -0.83
O 4.17 -4.59 -2.21 -0.48
C 3.56 -5.80 -2.66 0.02
C 4.14 -6.24 -3.99 -1.11
H 3.40 -1.55 -4.66 0.34
H 2.98 -2.81 -5.82 0.28
H 5.59 -2.82 -4.20 0.25
H 5.44 -2.18 -5.86 0.40
H 5.16 -3.90 -5.53 0.20
H 1.94 -2.29 -0.15 0.32
H 1.13 -3.80 0.25 0.38
H 0.20 -2.06 -2.10 0.25
H -0.47 -1.93 -0.46 0.26
H -0.62 -3.44 -1.39 0.31
H 2.47 -5.73 -2.73 0.20
H 3.79 -6.56 -1.91 0.40
H 3.71 -5.66 -4.82 0.15
H 3.91 -7.29 -4.18 0.43
H 5.22 -6.10 -4.03 0.27
```

## Properties
molecular weight = 563.32 g/mol
electronic energy = -4963.1992 Eh
LUMO = -4.345 eV
F_max = 10.32 eV Å⁻¹
net charge = +1
frontier orbital gap = 6.833 eV



Record 2
ORCA calculation (the ωB97M-V functional and the def2-TZVPD basis) on 3 unconnected molecules or ions with the total composition C3H8FNO in a non-equilibrium geometry.

XYZ file:
```
14
Properties=species:S:1:pos:R:3:mulliken_charge:R:1
C 3.37 1.12 0.22 -0.68
C -3.18 -0.54 -0.04 -0.50
C 1.61 -0.44 -0.37 -0.21
N 2.69 -0.08 -0.07 0.21
O -1.90 -0.83 0.48 -0.48
F 4.04 -1.23 0.10 -0.57
H 4.07 1.33 -0.59 0.27
H 2.66 1.94 0.33 0.34
H 3.94 0.98 1.13 0.28
H -3.16 -0.48 -1.13 0.25
H -3.45 0.44 0.36 0.20
H -3.92 -1.27 0.27 0.25
H 1.18 -1.39 -0.58 0.35
H -1.64 -1.71 0.16 0.29
```

## Properties
energy relative to the best compared isomer or geometry (same formula, charge and spin) = 4.754 eV
molecular weight = 93.10 g/mol
electronic energy = -348.8051 Eh
LUMO (spin up / spin down) = 0.252 / 0.252 eV
F_max = 1.69 eV Å⁻¹
frontier orbital gap (spin up / spin down) = 9.770 / 9.771 eV



Record 3
ORCA calculation (the ωB97M-V functional and the def2-TZVPD basis) on a molecular structure, C3H6DyO3 in a non-equilibrium geometry.

XYZ file:
```
13
Properties=species:S:1:pos:R:3:lowdin_spin:R:1
O 0.31 2.78 1.06 -0.02
C -0.03 1.84 0.36 -0.02
C 0.39 0.42 0.71 0.00
O 0.01 -0.48 -0.30 -0.02
C 0.27 -1.84 0.00 0.00
Dy -2.54 0.13 -1.74 5.39
H -0.07 0.15 1.68 0.00
H 1.48 0.41 0.81 0.00
H 0.03 -2.45 -0.88 0.00
H 1.35 -1.98 0.15 0.00
H -0.34 -2.16 0.86 0.00
O -0.64 1.98 -0.79 -0.14
H -0.22 1.22 -1.91 -0.18
```

## Properties
energy relative to the best compared isomer or geometry (same formula, charge and spin) = 2.360 eV
molecular weight = 252.58 g/mol
electronic energy = -1228.2798 Eh
LUMO (spin up / spin down) = -4.880 / -5.556 eV
multiplicity = 6
F_max = 4.70 eV Å⁻¹
net charge = +1
expectation value of S² = 9.48
frontier orbital gap (spin up / spin down) = 8.753 / 5.442 eV



Record 4
ORCA calculation (the ωB97M-V functional and the def2-TZVPD basis) on 2 unconnected molecules or ions with the total composition C4H9NO2.

XYZ file:
```
16
Properties=species:S:1:pos:R:3:mulliken_charge:R:1
C 1.52 -1.80 -0.42 -1.07
C -1.02 0.10 -1.44 0.16
O -1.60 -0.78 -0.84 -0.52
C -0.09 1.14 -0.85 -0.29
C -0.52 1.75 0.46 0.38
O -0.30 2.92 0.71 -0.63
N -1.05 0.85 1.31 -0.33
H 1.52 -1.25 0.52 0.27
H 2.13 -1.25 -1.16 0.28
H 1.98 -2.77 -0.26 0.33
H -1.14 0.18 -2.53 0.33
H 0.49 -1.97 -0.72 0.22
H 0.86 0.67 -0.61 0.07
H 0.09 1.97 -1.51 0.32
H -1.48 1.24 2.13 0.23
H -1.38 -0.04 0.92 0.26
```

## Properties
energy relative to the best compared isomer or geometry (same formula, charge and spin) = 0.997 eV
molecular weight = 103.12 g/mol
electronic energy = -363.0489 Eh
LUMO = 0.463 eV
F_max = 0.75 eV Å⁻¹
structure (SMILES) = NC(=O)CC=O.C
frontier orbital gap = 10.443 eV



Record 5
ORCA calculation (the ωB97M-V functional and the def2-TZVPD basis) on a gas-phase ion, C2H10N3O (charge +1) in a non-equilibrium geometry.

XYZ file:
```
16
Properties=species:S:1:pos:R:3:mulliken_charge:R:1
C -0.08 -1.01 0.38 -1.05
C -0.88 0.08 -0.33 0.25
N -2.22 -0.07 -0.09 -0.50
N 1.18 1.55 0.08 -0.45
N 1.28 -1.00 -0.17 -0.22
O -0.29 1.45 0.07 -0.33
H 0.04 -0.73 1.38 0.40
H -0.79 -1.86 0.40 0.39
H -0.62 0.05 -1.40 0.29
H -2.43 -0.42 0.88 0.26
H -2.73 0.77 -0.45 0.29
H 1.66 1.97 -0.71 0.29
H 1.35 1.98 0.88 0.23
H 1.22 -1.15 -1.16 0.35
H 1.74 -1.78 0.29 0.32
H 1.55 0.17 -0.04 0.49
```

## Properties
energy relative to the best compared isomer or geometry (same formula, charge and spin) = 4.318 eV
molecular weight = 92.12 g/mol
electronic energy = -321.3663 Eh
LUMO = -3.142 eV
F_max = 5.62 eV Å⁻¹
net charge = +1
structure (SMILES) = NO[C@H](N)C[NH3+]
frontier orbital gap = 11.267 eV



Record 6
ORCA calculation (the ωB97M-V functional and the def2-TZVPD basis) on a gas-phase ion, C2H7IN3 (charge +1) in a non-equilibrium geometry.

XYZ file:
```
13
Properties=species:S:1:pos:R:3:mulliken_charge:R:1
C -0.33 -1.40 0.05 -0.41
C -0.39 1.06 0.02 0.28
N -0.98 -0.10 0.00 -0.38
N -0.93 2.28 0.03 -0.35
N 1.05 -1.51 -0.03 -0.48
I -3.03 -0.15 0.00 0.28
H -0.73 -1.83 0.98 0.40
H -0.95 -1.94 -0.67 0.37
H 0.65 1.24 -0.02 0.39
H -1.94 2.38 0.25 0.14
H -0.32 3.12 -0.13 0.28
H 1.53 -1.66 0.83 0.24
H 1.57 -1.94 -0.86 0.25
```

## Properties
energy relative to the best compared isomer or geometry (same formula, charge and spin) = 0.375 eV
molecular weight = 200.00 g/mol
electronic energy = -542.0921 Eh
LUMO = -4.922 eV
F_max = 2.88 eV Å⁻¹
net charge = +1
structure (SMILES) = NCN(I)C=[NH2+]
frontier orbital gap = 9.188 eV



Record 7
ORCA calculation (the ωB97M-V functional and the def2-TZVPD basis) on a molecular structure, C13H27INO12P in a non-equilibrium geometry.

XYZ file:
```
55
Properties=species:S:1:pos:R:3:mulliken_charge:R:1
O -0.55 4.37 5.39 -0.62
P -0.07 5.04 4.16 0.56
N -1.15 6.34 3.80 -0.29
C -0.75 7.61 4.35 0.49
O -1.57 8.29 4.81 -0.39
O 0.55 8.05 4.37 -0.52
I 1.41 8.03 2.55 0.29
H -0.06 4.05 3.13 0.07
H 1.23 5.55 4.38 0.08
H -1.40 6.40 2.82 0.34
C -1.33 0.71 4.45 -1.08
C -2.68 1.32 4.17 -0.18
O -3.05 1.19 2.78 -0.33
C -3.54 0.01 2.41 0.75
O -3.71 -0.94 3.13 -0.58
O -3.82 0.06 1.10 -0.37
C -4.30 -1.18 0.56 -0.62
H -0.57 1.12 3.77 0.15
H -1.02 0.90 5.47 0.38
H -1.34 -0.37 4.29 0.43
H -2.65 2.39 4.37 0.32
H -3.45 0.89 4.81 0.30
H -5.15 -1.55 1.13 0.30
H -3.50 -1.92 0.54 0.27
H -4.63 -0.98 -0.46 0.24
C 2.14 -4.63 0.39 -1.28
C 2.06 -3.56 -0.69 -0.11
O 0.81 -2.87 -0.63 -0.32
C 0.72 -1.91 0.30 0.72
O 1.59 -1.58 1.06 -0.57
O -0.51 -1.39 0.24 -0.36
C -0.77 -0.39 1.23 -0.85
H 1.28 -5.29 0.33 0.31
H 3.05 -5.22 0.28 0.38
H 2.13 -4.18 1.38 0.33
H 2.11 -4.03 -1.67 0.25
H 2.90 -2.86 -0.62 0.38
H -0.01 0.39 1.21 0.37
H -0.82 -0.85 2.22 0.26
H -1.72 0.06 1.00 0.49
C 0.66 -3.32 -4.85 -1.22
C 1.27 -2.05 -4.30 0.11
O 2.57 -1.82 -4.88 -0.35
C 2.56 -1.28 -6.10 0.77
O 1.59 -0.96 -6.73 -0.55
O 3.83 -1.16 -6.50 -0.35
C 3.98 -0.65 -7.83 -0.64
H 1.34 -4.16 -4.72 0.31
H -0.28 -3.54 -4.34 0.34
H 0.45 -3.23 -5.92 0.41
H 1.43 -2.15 -3.23 0.01
H 0.62 -1.19 -4.46 0.34
H 3.43 0.29 -7.95 0.30
H 3.63 -1.38 -8.56 0.29
H 5.04 -0.46 -7.99 0.23
```

## Properties
energy relative to the best compared isomer or geometry (same formula, charge and spin) = 0.000 eV
molecular weight = 547.23 g/mol
electronic energy = -2108.2304 Eh
LUMO = -1.990 eV
F_max = 2.89 eV Å⁻¹
frontier orbital gap = 8.657 eV



Record 8
ORCA calculation (the ωB97M-V functional and the def2-TZVPD basis) on 11 unconnected molecules or ions with the total composition C31H42N10O5 in a non-equilibrium geometry.

XYZ file:
```
88
Properties=species:S:1:pos:R:3:mulliken_charge:R:1
C 0.68 -1.21 3.09 -0.56
C 1.71 -0.52 2.39 -0.18
C 1.55 0.77 1.51 0.43
C 0.45 1.60 1.14 0.60
C -1.03 1.43 1.69 -0.21
C -2.22 1.80 0.69 -0.15
C -2.94 0.40 0.29 -0.75
O -2.31 -0.13 -0.92 -0.38
C -1.27 -1.06 -0.61 0.75
C 0.15 -0.80 -1.31 -0.76
O -1.37 -2.04 0.16 -0.56
C 1.10 2.57 0.07 -0.07
O 0.61 3.47 -0.64 -0.57
O 2.42 2.09 -0.28 -0.28
C 2.86 1.46 0.90 0.22
O 3.93 1.56 1.56 -0.71
H 0.80 -2.34 3.24 0.23
H -0.22 -0.71 3.57 0.28
H 2.73 -1.04 2.34 0.28
H -1.23 0.41 2.15 -0.14
H -1.08 2.18 2.57 0.46
H -3.01 2.39 1.28 -0.02
H -1.90 2.41 -0.22 0.41
H -4.05 0.62 0.03 0.33
H -2.98 -0.34 1.16 0.42
H 0.21 0.31 -1.59 0.16
H 1.03 -1.05 -0.62 0.17
H 0.25 -1.48 -2.23 0.42
C -3.88 -1.64 -3.38 -0.31
C -5.04 -1.52 -4.32 0.19
N -5.96 -1.43 -5.06 -0.48
H -3.56 -0.65 -3.06 0.16
H -4.17 -2.22 -2.50 0.28
H -3.05 -2.14 -3.87 0.15
C -3.69 2.19 4.43 -0.99
C -4.24 1.10 3.57 0.58
N -4.67 0.24 2.89 -0.51
H -2.87 1.81 5.04 0.32
H -3.32 3.01 3.81 0.35
H -4.47 2.57 5.09 0.34
C -2.67 -4.27 -7.16 -0.78
C -2.61 -4.24 -5.67 0.43
N -2.56 -4.21 -4.49 -0.47
H -2.52 -3.27 -7.57 0.27
H -1.90 -4.93 -7.55 0.31
H -3.65 -4.64 -7.48 0.27
C -6.91 5.28 4.31 -0.88
C -5.72 4.74 3.58 0.46
N -4.79 4.31 3.01 -0.48
H -7.20 6.25 3.89 0.31
H -7.75 4.59 4.21 0.28
H -6.68 5.40 5.37 0.28
C 6.33 1.09 -0.72 0.20
C 5.77 -0.01 -1.57 0.32
N 5.34 -0.88 -2.24 -0.53
H 7.16 0.72 -0.12 0.13
H 6.68 1.91 -1.35 0.23
H 5.55 1.47 -0.05 -0.29
C -0.32 -5.42 1.66 -0.48
C -0.26 -5.38 3.16 0.31
N -0.21 -5.34 4.33 -0.42
H -0.17 -4.42 1.25 0.07
H 0.45 -6.08 1.28 0.29
H -1.30 -5.78 1.34 0.26
C 9.75 3.57 -0.91 -0.80
C 9.73 2.16 -0.38 0.44
N 9.73 1.05 0.04 -0.45
H 9.01 3.67 -1.70 0.27
H 9.51 4.27 -0.10 0.27
H 10.74 3.80 -1.30 0.31
C 4.83 4.05 2.84 -0.37
C 5.19 5.49 2.64 0.23
N 5.47 6.62 2.48 -0.40
H 3.88 3.97 3.37 0.25
H 4.73 3.55 1.87 0.00
H 5.60 3.55 3.42 0.30
C 7.36 -2.81 -0.02 -0.47
C 7.35 -4.21 0.51 0.13
N 7.35 -5.31 0.92 -0.38
H 6.62 -2.71 -0.82 0.19
H 7.11 -2.11 0.78 0.21
H 8.34 -2.56 -0.42 0.30
C -9.36 -2.59 -4.50 -0.56
C -10.39 -3.31 -5.32 0.27
N -11.20 -3.87 -5.97 -0.38
H -9.61 -1.53 -4.45 0.25
H -9.34 -3.01 -3.49 0.26
H -8.38 -2.70 -4.96 0.16
```

## Properties
energy relative to the best compared isomer or geometry (same formula, charge and spin) = 5.094 eV
molecular weight = 634.74 g/mol
electronic energy = -2129.9368 Eh
LUMO = -1.647 eV
F_max = 5.58 eV Å⁻¹
structure (SMILES) = C=CC1=C(CCCOC(C)=O)C(=O)OC1=O.CC#N.CC#N.CC#N.CC#N.CC#N.CC#N.CC#N.CC#N.CC#N.CC#N
frontier orbital gap = 8.216 eV



Q: Number 7 is which compound?
A: C13H27INO12P



Q: Which formula does entry 2 have?
A: C3H8FNO



Q: The highest molecular weight belongs to which entry?
A: C31H42N10O5